(1)
{"formula": "C5H12NO2", "method": "wB97M-V/def2-TZVPD", "homo_lumo_gap_ev": [8.742, 6.183], "charge": 1, "multiplicity": 3, "lumo_energy_ha": [-0.0926, -0.3040], "energy_ev": -10952.8139, "de_lowest_kcal_mol": 4.7, "elements": ["C", "C", "C", "C", "C", "N", "O", "O", "H", "H", "H", "H", "H", "H", "H", "H", "H", "H", "H", "H"], "coordinates": [[-1.4817, -1.8463, -0.4786], [-0.8183, -0.5657, -0.6910], [-0.2695, 1.6715, -0.2024], [-0.9700, 0.3255, 1.6244], [3.0923, -0.3914, -0.2864], [-0.7416, 0.3832, 0.2254], [3.3689, 0.7728, -0.8797], [2.0769, -0.5840, 0.2968], [-1.4762, -2.3146, 0.4974], [-2.5454, -1.5504, -0.6063], [3.9780, -1.1936, -0.6060], [-1.0616, 2.3810, -0.1557], [0.5054, 2.0821, 0.4317], [0.0548, 1.6839, -1.2970], [-0.2700, 0.8371, 2.2320], [-1.9175, 0.7221, 1.7681], [-1.0693, -0.7127, 1.9962], [-0.4264, -0.4430, -1.6485], [4.2511, 0.9961, -1.1635], [-1.2217, -2.6291, -1.2033]], "forces_ev_per_angstrom": [[-1.152, 0.160, -0.012], [-0.531, -6.894, -3.936], [0.728, -0.192, -2.401], [0.459, -3.363, 0.011], [3.305, -1.618, -2.077], [1.930, 6.879, 4.551], [-1.621, 1.030, 0.566], [-0.342, -0.117, 0.257], [0.377, 0.152, 0.450], [-0.327, -0.761, -0.138], [-2.272, 1.451, 1.373], [-1.161, 0.738, 0.215], [0.317, -0.277, 0.292], [-0.285, -0.345, 1.648], [0.879, 0.745, 0.191], [-2.187, 1.213, 0.482], [0.295, 0.454, -0.408], [0.982, 0.826, -0.979], [0.707, -0.674, -0.093], [-0.100, 0.593, 0.009]]}


(2)
{"formula": "C5H12NO3", "method": "wB97M-V/def2-TZVPD", "homo_lumo_gap_ev": [4.599, 6.167], "charge": 1, "multiplicity": 3, "lumo_energy_ha": [-0.1205, -0.3287], "energy_ev": -12998.3847, "de_lowest_kcal_mol": 38.1, "elements": ["C", "C", "C", "C", "C", "N", "O", "O", "O", "H", "H", "H", "H", "H", "H", "H", "H", "H", "H", "H", "H"], "coordinates": [[0.8924, -0.2363, -0.2117], [-0.0645, 0.4983, 0.8049], [-2.2845, -0.2755, 0.0154], [1.5772, -1.3291, 0.6099], [-0.2119, 2.0618, 0.5687], [0.2038, -0.7520, -1.4091], [-1.3530, -0.2176, 0.9004], [-3.1767, -1.2108, 0.0948], [-2.4853, 0.5884, -0.8984], [1.5329, 0.6511, -0.5446], [0.3480, 0.3789, 1.7344], [2.0485, -1.9272, -0.2092], [0.7823, -1.7274, 1.2440], [2.3655, -0.8449, 1.2566], [-0.2137, 2.4350, -0.5053], [0.6843, 2.7738, 0.9269], [-1.1462, 2.4871, 1.0313], [0.1250, 0.0020, -2.1010], [0.7731, -1.4410, -1.8393], [-3.1152, -1.9094, 0.9042], [-3.1359, 0.3207, -1.6171]], "forces_ev_per_angstrom": [[-0.957, -0.112, 0.426], [-3.187, 2.255, -2.741], [-0.055, -1.834, -0.206], [0.917, 1.272, -1.521], [0.791, 1.947, -0.612], [2.775, 3.232, 1.005], [4.321, 1.482, 3.463], [-2.530, -5.497, 2.985], [-1.041, 3.910, -4.354], [-0.463, -0.894, -0.134], [1.009, -0.600, 2.221], [-0.152, -0.580, 1.558], [0.482, -0.829, -0.256], [-0.772, -0.639, -0.727], [-0.450, -1.112, 0.917], [-1.642, -2.229, -0.055], [0.960, -0.734, -0.330], [-1.206, -0.090, 0.136], [-0.058, -1.936, -0.426], [0.070, 2.915, -2.809], [1.189, 0.073, 1.461]]}


(3)
{"formula": "C5H12NO3P", "method": "wB97M-V/def2-TZVPD", "smiles": "CCC#N.COP=O.CO", "homo_lumo_gap_ev": 10.062, "charge": 0, "lumo_energy_ha": 0.0259, "energy_ev": -22299.5290, "de_lowest_kcal_mol": 51.0, "elements": ["C", "C", "C", "N", "H", "H", "H", "H", "H", "C", "O", "P", "O", "H", "H", "H", "C", "O", "H", "H", "H", "H"], "coordinates": [[-4.3164, -0.4890, -1.3872], [-3.1164, -0.7901, -0.5054], [-1.8100, -0.5250, -1.1286], [-0.8150, -0.4459, -1.6371], [-5.2800, -0.7627, -0.8756], [-4.3404, -0.9861, -2.4686], [-4.5321, 0.6593, -1.6843], [-3.0164, -1.8987, -0.2481], [-3.0890, -0.1677, 0.4443], [3.8467, 1.4699, 1.6893], [2.4661, 1.6096, 1.5518], [1.6765, 2.0299, 0.1260], [0.2799, 2.3864, 0.3879], [4.4129, 2.4193, 2.0021], [4.3990, 1.1650, 0.9112], [4.1479, 0.8006, 2.4888], [1.6022, -1.2358, 0.4091], [1.7836, -0.4477, -0.7431], [0.5839, -1.3065, 0.5806], [2.1664, -0.6723, 1.0901], [1.8721, -2.2287, 0.3134], [1.0784, -0.5838, -1.3167]], "forces_ev_per_angstrom": [[-2.356, 1.563, -2.683], [1.008, -0.224, 0.942], [-3.502, -0.424, 1.187], [3.096, 0.332, -1.646], [1.062, -0.051, -0.410], [0.405, 0.640, 2.538], [1.117, -2.403, 1.039], [-0.603, 1.438, -0.083], [-0.427, -0.920, -0.971], [0.835, 2.491, 3.484], [-1.298, 0.259, -0.623], [1.166, 0.261, 0.195], [0.127, -0.442, 0.470], [-1.348, -0.696, -0.383], [1.292, -1.332, -3.679], [-0.754, -0.409, 0.312], [0.202, 1.474, -1.197], [2.546, 0.434, 0.736], [-2.203, 0.376, 1.168], [0.380, -0.077, 1.864], [1.432, -2.065, -0.410], [-2.177, -0.223, -1.849]]}


(4)
{"formula": "C5H12NOP", "method": "wB97M-V/def2-TZVPD", "smiles": "C=NC(C)(C)C.O=P", "homo_lumo_gap_ev": 8.755, "charge": 0, "lumo_energy_ha": -0.0194, "energy_ev": -18203.3903, "de_lowest_kcal_mol": 39.5, "elements": ["C", "N", "C", "C", "C", "C", "H", "H", "H", "H", "H", "H", "H", "H", "H", "H", "H", "O", "P", "H"], "coordinates": [[-0.0520, 0.5252, 2.1648], [-0.0491, -0.4016, 1.3506], [0.5195, -0.2197, 0.0632], [2.0227, -0.4843, 0.0181], [-0.1777, -1.0834, -0.9473], [0.3705, 1.2876, -0.4620], [-0.6048, 0.4609, 3.1008], [0.4675, 1.4633, 1.8877], [2.2879, -1.4505, 0.3844], [2.3726, -0.3197, -0.9150], [2.5932, 0.2800, 0.4506], [0.4926, -1.5674, -1.6706], [-0.8112, -0.3751, -1.5817], [-0.8131, -1.8609, -0.5616], [0.8671, 1.9997, 0.1424], [0.7899, 1.3724, -1.4477], [-0.7675, 1.6609, -0.5529], [-3.6431, 0.6169, -0.8608], [-3.2041, -0.7998, -0.9770], [-2.6605, -1.1045, 0.4141]], "forces_ev_per_angstrom": [[0.322, 1.901, 0.565], [-0.870, -2.023, 0.105], [1.036, 2.380, -1.391], [-1.439, -0.396, 1.879], [-0.922, 0.533, -2.145], [-2.921, -0.531, -0.187], [0.332, -0.136, 0.067], [-0.455, -0.096, 0.732], [0.276, -0.657, 0.271], [0.692, -0.356, -3.635], [0.579, 1.050, 1.906], [0.010, 0.215, 0.228], [0.490, -1.101, 0.546], [-0.075, -0.272, 0.537], [0.613, 0.668, 0.656], [0.201, -0.132, -0.543], [2.380, -1.095, 0.346], [0.157, -0.479, -0.204], [0.040, 0.421, 1.238], [-0.445, 0.106, -0.972]]}


(5)
{"formula": "C5H12NOS", "method": "wB97M-V/def2-TZVPD", "homo_lumo_gap_ev": [9.429, 6.873], "charge": 0, "multiplicity": 2, "lumo_energy_ha": [0.0329, -0.0609], "energy_ev": -19748.5827, "de_lowest_kcal_mol": 46.4, "elements": ["C", "O", "C", "C", "C", "S", "C", "N", "H", "H", "H", "H", "H", "H", "H", "H", "H", "H", "H", "H"], "coordinates": [[0.7090, 2.5719, -0.6705], [-0.3000, 3.4836, -0.8234], [0.0775, 1.1791, -1.1199], [0.8951, 0.1993, -0.1593], [0.1039, -0.7935, 0.6569], [0.6448, -2.4078, 0.0777], [-0.4110, -3.4601, 1.1811], [-1.3936, 1.1892, -0.8895], [1.6502, 2.7082, -1.2537], [0.8674, 2.5431, 0.4423], [0.2820, 0.9551, -2.1831], [1.6677, -0.2939, -0.7435], [1.3468, 0.8759, 0.6771], [-0.9674, -0.7851, 0.3991], [0.2751, -0.5664, 1.6774], [-1.1240, -2.8798, 1.9111], [-1.2557, -3.9492, 0.6477], [0.2463, -4.1866, 1.7624], [-1.7256, 1.9429, -1.5571], [-1.5884, 1.6740, -0.0327]], "forces_ev_per_angstrom": [[-0.746, 0.330, 0.207], [0.797, 0.584, -0.810], [0.277, -0.199, 1.922], [-0.148, 2.027, 0.811], [-1.000, -0.583, -1.901], [-0.697, -0.947, 1.338], [-1.328, 0.014, 1.247], [0.392, 0.848, -1.997], [-0.513, 0.374, 0.396], [0.255, -0.097, -0.987], [-0.165, 0.290, 0.593], [0.264, 0.128, 0.116], [-0.110, -1.407, -1.937], [0.343, 0.465, 0.388], [-0.001, -0.485, 1.120], [2.093, -0.427, -0.970], [1.147, -0.296, -0.238], [-1.135, 0.910, -0.811], [0.177, -1.446, 0.673], [0.098, -0.081, 0.840]]}


(6)
{"formula": "C5H12NP", "method": "wB97M-V/def2-TZVPD", "smiles": "CC(C)=NP(C)C", "homo_lumo_gap_ev": 8.575, "charge": 0, "lumo_energy_ha": 0.0183, "energy_ev": -16156.0770, "de_lowest_kcal_mol": 45.1, "elements": ["C", "C", "C", "N", "P", "C", "C", "H", "H", "H", "H", "H", "H", "H", "H", "H", "H", "H", "H"], "coordinates": [[2.5052, 0.2799, 0.9140], [1.3890, 0.1255, 0.0130], [1.4040, 0.5144, -1.4708], [0.1664, -0.4104, 0.6808], [-1.0132, -1.0397, -0.2860], [-1.8639, 0.5693, -0.7813], [-2.1525, -1.3892, 1.1426], [2.1773, 0.1189, 1.9320], [3.1079, 1.1659, 0.6578], [3.3529, -0.4791, 0.6025], [0.5526, 1.2108, -1.5436], [1.3070, -0.3720, -1.9541], [2.3746, 1.1396, -1.6165], [-1.6189, 1.4250, -0.0379], [-2.9919, 0.5655, -0.8473], [-1.5903, 0.7799, -1.7944], [-1.7604, -2.1945, 1.6655], [-3.2621, -1.4861, 0.7813], [-2.0837, -0.5237, 1.9422]], "forces_ev_per_angstrom": [[2.875, -0.815, -1.101], [-6.881, -2.482, 2.415], [1.665, 3.889, 3.908], [8.071, 2.692, -2.669], [-2.659, 0.670, 0.007], [-1.147, 0.838, 0.983], [-1.980, 3.003, -0.212], [0.389, 0.235, 0.165], [-0.568, 0.357, 0.734], [-1.739, 0.685, 0.709], [0.311, -0.506, -0.614], [-0.254, -2.335, -2.297], [-1.602, -1.447, -0.346], [-0.094, -1.396, -1.328], [1.049, -0.536, 0.350], [0.481, 0.657, -0.544], [0.222, -2.013, 0.828], [2.113, -0.177, 0.836], [-0.251, -1.320, -1.825]]}


(7)
{"formula": "C5H12NP", "method": "wB97M-V/def2-TZVPD", "homo_lumo_gap_ev": [6.884, 6.876], "charge": 0, "lumo_energy_ha": [-0.0153, -0.0159], "energy_ev": -16155.2358, "de_lowest_kcal_mol": 64.5, "elements": ["C", "C", "C", "C", "C", "N", "P", "H", "H", "H", "H", "H", "H", "H", "H", "H", "H", "H", "H"], "coordinates": [[-1.1470, 1.0886, -0.6249], [-0.8262, -0.0649, -0.1023], [-1.0609, 2.4595, -0.1035], [-0.9504, -1.2779, -0.9180], [-0.1437, -0.1460, 1.2239], [2.7728, -1.8009, 0.2862], [3.2012, -0.4523, -0.5724], [-1.4827, 1.1450, -1.7017], [-1.3821, 2.4111, 0.9803], [-1.7257, 3.1883, -0.5548], [-0.0167, 2.8210, -0.0709], [-1.4537, -2.1453, -0.5380], [0.1030, -1.5712, -1.2558], [-1.3657, -0.9444, -1.9602], [-0.0742, 0.8949, 1.6597], [0.8767, -0.1633, 1.0117], [-0.5165, -0.8517, 1.9746], [2.3261, -1.8255, 1.3313], [2.8655, -2.7651, -0.0652]], "forces_ev_per_angstrom": [[-1.042, 1.469, -3.170], [-0.140, -0.460, 1.115], [0.345, 0.291, 2.978], [1.556, 0.306, -3.882], [-1.095, 2.353, 0.905], [-1.028, -0.385, 2.530], [-0.289, -0.783, 0.563], [0.175, -0.709, 1.088], [0.373, 0.355, -0.865], [0.126, -0.108, -0.418], [-0.446, 0.122, -0.232], [-0.333, -0.259, 0.377], [-1.121, -0.128, 0.767], [0.176, -0.917, 1.938], [-0.910, -1.001, 0.057], [2.001, -1.252, -0.205], [0.255, 0.006, -0.379], [1.382, 0.307, -3.329], [0.015, 0.793, 0.163]]}


(8)
{"formula": "C5H12NS", "method": "wB97M-V/def2-TZVPD", "smiles": "CN(C)CCC[S-]", "homo_lumo_gap_ev": 5.807, "charge": -1, "lumo_energy_ha": 0.1317, "energy_ev": -17705.1700, "de_lowest_kcal_mol": 14.3, "elements": ["C", "N", "C", "C", "C", "C", "S", "H", "H", "H", "H", "H", "H", "H", "H", "H", "H", "H", "H"], "coordinates": [[0.5500, 1.2513, 1.4036], [-0.4427, 0.3133, 0.9546], [-1.7519, 0.5662, 1.4532], [-0.3828, -0.1086, -0.4219], [1.0108, -0.4098, -0.9482], [0.9704, -1.4853, -2.0472], [0.7805, -3.1616, -1.3804], [0.4995, 2.2319, 0.8943], [0.4056, 1.3991, 2.4688], [1.5453, 0.8333, 1.2701], [-2.2012, 1.5177, 1.0972], [-1.7476, 0.6118, 2.5467], [-2.4209, -0.2516, 1.1565], [-0.8677, 0.6552, -1.0755], [-0.9554, -1.0332, -0.5470], [1.6016, -0.8070, -0.1163], [1.4951, 0.4998, -1.3226], [1.8206, -1.3158, -2.7134], [0.0907, -1.3066, -2.6723]], "forces_ev_per_angstrom": [[-0.168, -0.131, -0.221], [0.499, -0.472, 0.578], [-0.468, -0.001, -0.030], [-0.332, 0.218, -0.668], [0.106, -0.196, 0.121], [-0.431, 0.327, 0.061], [0.227, -0.168, -0.038], [0.008, 0.061, 0.027], [0.006, 0.201, 0.239], [0.063, 0.106, -0.120], [0.024, -0.037, -0.102], [0.042, -0.014, -0.008], [0.102, 0.162, 0.030], [0.103, -0.066, 0.010], [-0.054, 0.024, 0.244], [0.090, -0.012, -0.154], [0.017, 0.103, 0.075], [0.239, -0.372, 0.090], [-0.070, 0.266, -0.134]]}


(9)
{"formula": "C5H12NS", "method": "wB97M-V/def2-TZVPD", "homo_lumo_gap_ev": 6.642, "charge": -1, "lumo_energy_ha": 0.1437, "energy_ev": -17705.6261, "de_lowest_kcal_mol": 3.8, "elements": ["C", "C", "C", "N", "H", "H", "H", "H", "H", "H", "H", "C", "C", "S", "H", "H", "H", "H", "H"], "coordinates": [[1.6843, 0.4357, -1.1712], [2.2398, -0.9395, -0.8919], [3.2522, -1.4528, -1.6169], [1.5965, -1.5843, 0.1445], [1.9910, 1.1758, -0.4241], [0.5944, 0.4343, -1.1299], [2.1049, 0.8006, -2.1110], [3.6872, -2.4182, -1.3973], [3.6885, -0.8126, -2.3709], [0.6254, -1.3057, 0.3633], [1.7416, -2.5735, 0.2091], [-3.6792, 1.0326, 1.4687], [-2.1997, 1.2053, 1.1409], [-1.4373, -0.4005, 0.7351], [-3.7464, 0.2633, 2.2416], [-4.2456, 0.6844, 0.6043], [-4.1518, 1.9339, 1.8923], [-1.6507, 1.6037, 2.0000], [-2.0952, 1.9175, 0.3134]], "forces_ev_per_angstrom": [[0.524, 0.251, 0.027], [-0.586, -0.029, 0.154], [-0.106, 0.420, 0.246], [-0.182, 0.114, -0.001], [0.057, -0.300, 0.225], [-0.024, -0.073, -0.262], [-0.362, -0.067, -0.120], [-0.003, -0.069, -0.096], [0.167, -0.213, -0.070], [0.553, 0.288, -0.070], [0.144, -0.229, -0.020], [0.064, 0.006, 0.640], [0.104, -0.133, -0.104], [-0.208, -0.135, -0.223], [-0.138, -0.084, -0.076], [0.050, 0.039, -0.034], [0.089, 0.054, -0.264], [-0.240, 0.201, -0.007], [0.099, -0.043, 0.055]]}


(10)
{"formula": "C5H12NS2", "method": "wB97M-V/def2-TZVPD", "homo_lumo_gap_ev": 3.321, "charge": -1, "lumo_energy_ha": 0.0029, "energy_ev": -28536.1577, "de_lowest_kcal_mol": 105.2, "elements": ["C", "C", "S", "C", "N", "C", "C", "S", "H", "H", "H", "H", "H", "H", "H", "H", "H", "H", "H", "H"], "coordinates": [[-1.4682, -0.4882, 0.2848], [-2.2155, 0.5706, -0.5353], [-3.9642, 0.5563, -0.1447], [0.0483, -0.4063, 0.1678], [0.5748, -0.7945, -1.1010], [1.9321, -0.4303, -1.1719], [2.8590, -0.8936, 0.0025], [2.9824, 0.1243, 1.4757], [-1.7884, -0.3645, 1.3218], [-1.8011, -1.4964, 0.0153], [-1.8037, 1.5477, -0.2893], [-2.0566, 0.3426, -1.6000], [0.3492, 0.6075, 0.4498], [0.4793, -1.0375, 0.9720], [-0.1309, 2.6009, -2.0998], [2.3678, -0.7945, -2.1039], [2.0596, 0.6708, -1.1662], [2.5723, -1.9077, 0.3082], [3.8469, -0.9875, -0.4492], [0.0041, 1.8919, -1.9835]], "forces_ev_per_angstrom": [[-0.447, -0.686, 0.258], [-0.178, -0.264, 0.141], [-0.002, -0.069, -0.111], [-0.943, 1.315, -1.140], [0.823, -0.548, 2.251], [-0.176, 1.093, -1.330], [0.204, -0.548, 1.307], [-0.408, -0.547, -0.581], [0.302, 0.077, 0.083], [-0.042, 0.116, -0.186], [0.182, 0.115, -0.204], [0.200, 0.171, 0.034], [0.235, -0.058, -0.067], [0.392, -0.261, 0.128], [-0.025, 0.432, -0.087], [-0.114, -0.090, -0.104], [-0.014, -0.104, 0.054], [0.003, 0.012, -0.197], [-0.056, 0.232, -0.282], [0.064, -0.387, 0.032]]}